Entry 1:
Molecular formula: C23H12Cl4F5N2NiO3S
Method: DFT, wB97M-V/def2-TZVPD

```
51
Properties=species:S:1:pos:R:3:mulliken_spin:R:1
Ni 0.31 0.20 -0.50 1.656
Cl 0.10 2.31 -1.62 0.048
C -1.04 2.13 -2.96 0.013
C -1.75 3.25 -3.33 -0.002
C -2.60 3.14 -4.42 0.001
C -2.70 1.91 -5.06 0.001
C -1.99 0.81 -4.62 -0.013
Cl -2.20 -0.69 -5.49 0.002
C -1.12 0.84 -3.51 -0.005
S -0.24 -0.46 -2.81 0.152
H -1.63 4.18 -2.80 -0.001
H -3.18 3.98 -4.76 0.000
H -3.35 1.79 -5.92 0.000
Cl -3.38 1.83 2.49 0.000
C -1.70 1.70 2.89 -0.001
C -1.28 2.03 4.19 0.001
C 0.03 1.94 4.56 -0.001
Cl 0.52 2.36 6.19 0.000
C 1.00 1.49 3.63 -0.001
C 2.38 1.33 3.89 -0.002
C 3.21 0.87 2.91 0.004
C 2.68 0.57 1.64 -0.007
N 1.40 0.71 1.37 0.065
C 0.56 1.16 2.34 0.013
C -0.81 1.25 1.93 -0.007
O -1.12 0.92 0.73 0.013
H -2.01 2.38 4.91 0.000
H 2.77 1.56 4.88 0.000
H 4.27 0.74 3.09 0.000
H 3.30 0.20 0.84 0.003
N -2.21 -1.78 1.91 0.000
C -2.56 -2.79 0.92 0.000
C -2.48 -2.28 -0.50 -0.001
O -2.68 -3.00 -1.44 0.000
O -2.15 -0.99 -0.62 0.000
H -2.71 -1.90 2.78 0.000
H -2.22 -0.56 0.26 -0.002
H -1.22 -1.76 2.11 0.000
H -3.60 -3.10 1.06 0.000
H -1.94 -3.69 0.94 0.000
F 0.56 -2.65 0.24 0.002
C 1.70 -2.32 -0.45 -0.183
C 1.86 -1.04 -0.91 0.200
C 3.05 -0.79 -1.53 0.031
F 3.35 0.45 -1.98 0.000
C 4.03 -1.76 -1.72 0.021
F 5.20 -1.47 -2.32 0.001
C 3.81 -3.04 -1.25 -0.008
F 4.75 -4.00 -1.43 -0.001
C 2.62 -3.34 -0.60 0.006
F 2.41 -4.58 -0.14 0.002
```

2S+1 = 3
net charge = -1
frontier orbital gap (spin up / spin down) = 6.57 / 6.50 eV
DFT total energy = -148727.0261 eV
ΔE to the lowest compared entry with this formula, charge and spin = 20.6 kcal/mol

***

Entry 2:
Molecular formula: C23H12Cl72NO2S
Method: DFT, wB97M-V/def2-TZVPD

```
111
Properties=species:S:1:pos:R:3:lowdin_charge:R:1
C -0.59 0.57 -2.32 -0.170
S -1.24 2.15 -2.87 0.592
O -0.77 3.22 -2.05 -0.317
O -0.97 2.33 -4.25 -0.348
C -3.07 1.97 -2.79 -0.271
C -3.43 1.09 -3.99 -0.127
C -4.78 0.38 -3.56 -0.110
C -5.02 0.85 -2.13 -0.127
N -3.64 1.22 -1.64 0.054
H -1.32 -0.20 -2.53 0.042
H -0.40 0.63 -1.26 -0.014
H 0.35 0.43 -2.85 0.077
H -3.57 2.93 -2.81 0.163
H -3.62 1.63 -4.91 0.129
H -2.70 0.32 -4.22 0.110
H -4.53 -0.68 -3.53 0.118
H -5.55 0.69 -4.24 0.107
H -5.54 0.08 -1.56 0.137
H -5.61 1.76 -2.08 0.079
H -3.82 1.78 -0.80 0.118
H -3.13 0.41 -1.28 0.157
C 0.85 -2.39 0.11 -2.019
Cl -0.77 -1.69 -0.15 0.529
Cl 1.00 -3.87 -0.83 0.537
Cl 2.07 -1.22 -0.41 0.525
Cl 1.07 -2.74 1.83 0.559
C 1.88 2.61 -6.33 -2.044
Cl 2.32 2.40 -4.63 0.524
Cl 3.25 3.28 -7.21 0.541
Cl 1.45 1.04 -7.03 0.524
Cl 0.50 3.70 -6.46 0.553
C -0.85 3.20 1.75 -1.978
Cl -1.87 2.20 0.68 0.568
Cl -1.61 3.29 3.35 0.537
Cl 0.73 2.45 1.88 0.546
Cl -0.69 4.81 1.08 0.523
C 6.25 -2.59 0.11 -2.046
Cl 6.82 -4.08 -0.63 0.511
Cl 7.39 -2.09 1.37 0.536
Cl 6.13 -1.32 -1.11 0.522
Cl 4.66 -2.86 0.83 0.483
C 0.52 8.29 3.74 -2.040
Cl -0.19 9.28 2.46 0.500
Cl -0.13 6.65 3.62 0.484
Cl 2.27 8.25 3.54 0.524
Cl 0.11 8.98 5.31 0.542
C -8.82 2.67 -3.57 -2.029
Cl -9.90 3.73 -2.67 0.540
Cl -9.53 2.26 -5.13 0.544
Cl -7.26 3.49 -3.83 0.523
Cl -8.55 1.19 -2.64 0.517
C 1.78 1.36 6.18 -2.036
Cl 2.44 2.81 6.93 0.535
Cl 3.08 0.45 5.40 0.523
Cl 1.00 0.34 7.40 0.502
Cl 0.58 1.84 4.96 0.465
C -1.65 10.70 -0.87 -2.062
Cl -2.33 11.66 -2.18 0.535
Cl -2.30 9.06 -0.93 0.502
Cl 0.11 10.64 -1.02 0.520
Cl -2.08 11.44 0.68 0.512
C 3.81 6.44 -0.28 -2.052
Cl 5.04 5.36 0.39 0.529
Cl 3.81 6.32 -2.04 0.529
Cl 2.22 5.96 0.33 0.476
Cl 4.15 8.10 0.20 0.524
C -1.90 -6.16 -3.17 -2.057
Cl -2.50 -7.42 -2.09 0.543
Cl -2.51 -6.43 -4.80 0.538
Cl -2.46 -4.58 -2.59 0.473
Cl -0.13 -6.18 -3.18 0.514
C 8.55 -6.91 1.83 -2.041
Cl 8.39 -8.51 2.55 0.528
Cl 9.98 -6.11 2.48 0.525
Cl 8.70 -7.08 0.07 0.486
Cl 7.12 -5.95 2.21 0.501
C -11.92 5.36 -7.26 -2.038
Cl -11.45 5.07 -5.58 0.488
Cl -10.55 6.04 -8.15 0.533
Cl -12.40 3.83 -8.01 0.493
Cl -13.27 6.50 -7.30 0.528
C -8.95 2.17 1.54 -2.055
Cl -8.43 1.91 3.20 0.543
Cl -7.60 2.84 0.60 0.472
Cl -9.46 0.63 0.83 0.513
Cl -10.30 3.30 1.50 0.546
C 12.53 -9.77 1.19 -2.034
Cl 11.68 -10.56 2.52 0.489
Cl 13.99 -8.99 1.81 0.528
Cl 12.97 -10.96 -0.03 0.534
Cl 11.47 -8.55 0.47 0.490
C -16.09 2.73 -9.43 -2.050
Cl -15.46 4.19 -8.67 0.479
Cl -14.75 1.83 -10.16 0.512
Cl -16.87 1.72 -8.20 0.527
Cl -17.26 3.16 -10.67 0.534
C 12.58 -12.63 5.78 -2.040
Cl 13.11 -12.90 7.45 0.511
Cl 13.89 -11.88 4.86 0.514
Cl 12.14 -14.17 5.04 0.533
Cl 11.17 -11.55 5.79 0.486
C 10.56 -10.11 9.45 -2.056
Cl 9.77 -9.13 8.21 0.508
Cl 9.97 -11.77 9.34 0.513
Cl 12.30 -10.07 9.21 0.507
Cl 10.17 -9.46 11.05 0.527
C 3.49 0.31 10.76 -2.044
Cl 3.22 -1.30 11.45 0.530
Cl 4.99 0.98 11.39 0.532
Cl 3.58 0.18 9.00 0.479
Cl 2.14 1.37 11.19 0.521
```

2S+1 = 1
net charge = +1
frontier orbital gap = 8.67 eV
DFT total energy = -942066.8253 eV
ΔE to the lowest compared entry with this formula, charge and spin = 16.4 kcal/mol

***

Entry 3:
Molecular formula: C23H13AsF11N4PtS
Method: DFT, wB97M-V/def2-TZVPD

```
54
Properties=species:S:1:pos:R:3:mulliken_spin:R:1
Pt -0.35 1.25 -0.37 0.102
C -1.41 -4.44 -0.60 0.032
C -0.88 -3.71 -1.65 -0.018
C -0.96 -2.33 -1.65 0.052
C -1.60 -1.66 -0.60 -0.050
C -2.12 -2.40 0.46 0.052
C -2.02 -3.78 0.46 -0.008
N -1.74 -0.26 -0.64 0.477
C -3.02 0.22 -0.61 0.178
C -4.18 -0.56 -0.78 0.112
C -5.42 0.04 -0.77 0.016
C -5.55 1.42 -0.61 0.141
C -4.42 2.22 -0.46 0.010
C -3.17 1.62 -0.48 0.004
N -1.99 2.30 -0.37 0.190
N -1.95 3.61 -0.31 0.435
C -0.71 4.09 -0.20 -0.054
C -0.50 5.48 -0.19 0.143
C 0.78 5.97 -0.12 -0.043
C 1.84 5.07 -0.02 0.149
C 1.58 3.71 -0.01 0.000
N 0.35 3.20 -0.11 0.105
H -1.36 -5.52 -0.60 0.002
H -0.41 -4.22 -2.48 0.001
H -0.63 -1.76 -2.51 0.003
H -2.58 -1.88 1.29 -0.006
H -2.43 -4.35 1.29 0.001
H -4.10 -1.62 -0.95 -0.003
H -6.31 -0.57 -0.90 0.006
H -6.53 1.87 -0.61 0.008
H -4.49 3.29 -0.35 0.012
H -1.36 6.12 -0.25 0.001
H 0.97 7.03 -0.16 -0.001
H 2.87 5.40 0.04 0.003
H 2.39 3.01 0.09 -0.012
F 2.38 1.23 -0.78 0.014
As 4.24 1.23 -0.71 -0.003
F 4.11 2.29 0.67 0.000
F 4.14 2.61 -1.76 0.001
F 5.94 1.28 -0.66 0.000
F 4.18 0.16 -2.04 0.001
F 4.15 -0.09 0.41 0.006
F 3.90 -4.76 3.47 0.010
C 3.32 -3.92 2.63 0.114
C 2.19 -3.21 3.03 -0.032
F 1.70 -3.38 4.25 -0.003
C 1.59 -2.34 2.14 0.084
F 0.52 -1.66 2.52 0.005
C 2.07 -2.19 0.83 -0.014
S 1.31 -1.14 -0.31 0.725
C 3.21 -2.92 0.45 0.072
F 3.68 -2.82 -0.77 0.009
C 3.84 -3.76 1.35 -0.028
F 4.92 -4.44 1.00 -0.003
```

2S+1 = 4
frontier orbital gap (spin up / spin down) = 6.87 / 6.08 eV
DFT total energy = -134834.9169 eV

***

Entry 4:
Molecular formula: C23H13BrCl2N5O3ReSSe
Method: DFT, wB97M-V/def2-TZVPD

```
50
Properties=species:S:1:pos:R:3:mulliken_spin:R:1
Re 0.21 0.06 -0.11 0.875
N 2.92 -2.33 2.10 0.002
C 3.36 -2.78 0.87 -0.014
C 4.25 -3.78 0.51 0.002
C 4.45 -3.97 -0.85 -0.002
C 3.79 -3.19 -1.81 0.001
C 2.91 -2.19 -1.45 0.001
C 2.69 -2.01 -0.09 0.024
N 1.85 -1.11 0.57 -0.016
C 2.01 -1.34 1.86 0.001
C 1.24 -0.61 2.85 -0.009
C 1.38 -0.62 4.21 -0.006
S 0.19 0.39 4.90 0.000
C -0.41 0.74 3.33 0.014
N 0.22 0.17 2.37 -0.025
H 3.15 -2.70 3.00 -0.001
H 4.76 -4.39 1.24 0.000
H 5.13 -4.75 -1.18 0.000
H 3.97 -3.38 -2.86 0.000
H 2.39 -1.59 -2.18 -0.003
H 2.10 -1.13 4.81 0.001
H -1.24 1.41 3.18 0.004
O 0.06 -0.88 -3.05 -0.001
C 0.02 -0.93 -1.85 -0.058
Se 1.41 2.01 -0.15 0.224
Br -4.37 -4.16 0.03 0.000
C -4.63 -2.39 -0.61 0.000
C -5.84 -2.04 -1.20 0.000
N -6.08 -0.82 -1.67 0.000
C -5.11 0.08 -1.56 0.000
C -3.87 -0.18 -0.99 0.002
C -3.63 -1.45 -0.50 -0.001
C -2.83 0.91 -0.91 0.000
O -3.09 2.03 -1.32 0.003
O -1.74 0.56 -0.32 -0.008
H -6.63 -2.78 -1.29 0.000
H -5.31 1.07 -1.95 0.000
H -2.67 -1.68 -0.06 0.002
Cl -1.11 -2.60 1.79 -0.005
C -0.61 -3.73 0.54 -0.010
C -0.60 -5.06 0.87 0.002
C -0.26 -6.01 -0.08 -0.004
C 0.05 -5.57 -1.35 0.002
C 0.04 -4.22 -1.67 -0.008
Cl 0.45 -3.80 -3.30 0.000
C -0.29 -3.22 -0.73 -0.009
N -0.34 -1.89 -0.92 0.020
H -0.88 -5.35 1.88 0.001
H -0.25 -7.06 0.17 0.000
H 0.32 -6.27 -2.13 0.000
```

2S+1 = 2
net charge = -1
frontier orbital gap (spin up / spin down) = 5.11 / 5.60 eV
DFT total energy = -211057.4063 eV
ΔE to the lowest compared entry with this formula, charge and spin = 0.0 kcal/mol

***

Entry 5:
Molecular formula: C23H13Cl5GdN4O2S
Method: DFT, wB97M-V/def2-TZVPD

```
49
Properties=species:S:1:pos:R:3:mulliken_spin:R:1
Gd 0.46 -0.27 -0.32 6.707
O 0.41 -4.13 -2.36 0.000
C 0.23 -3.16 -1.68 -0.003
N 1.15 -2.20 -1.30 0.009
C 2.49 -2.46 -1.50 -0.001
O 3.01 -3.49 -1.83 0.000
C 3.39 -1.27 -1.17 0.003
C 4.76 -1.44 -1.35 0.000
C 5.62 -0.40 -1.02 0.000
C 5.08 0.78 -0.53 0.000
C 3.71 0.88 -0.41 -0.001
N 2.87 -0.12 -0.72 0.029
C -1.18 -2.90 -1.14 0.009
C -2.12 -3.91 -1.33 -0.001
C -3.40 -3.74 -0.83 0.001
C -3.70 -2.57 -0.14 -0.001
C -2.71 -1.62 0.01 0.002
N -1.47 -1.77 -0.48 0.023
H 5.11 -2.39 -1.72 0.000
H 6.68 -0.51 -1.14 0.000
H 5.71 1.61 -0.24 0.000
H 3.25 1.80 -0.05 -0.004
H -1.82 -4.79 -1.86 0.000
H -4.15 -4.50 -0.97 0.000
H -4.68 -2.40 0.29 0.000
H -2.90 -0.71 0.55 0.000
Cl 0.47 -1.73 2.24 0.003
C 0.80 -0.09 2.76 -0.064
C 0.66 0.86 1.76 0.291
C 1.03 2.15 2.11 -0.067
Cl 0.93 3.33 0.84 0.002
C 1.48 2.50 3.38 0.007
Cl 1.97 4.11 3.73 0.003
C 1.54 1.51 4.36 -0.008
Cl 2.05 1.91 5.95 -0.001
C 1.20 0.19 4.06 0.007
Cl 1.28 -1.04 5.24 0.003
S -0.83 1.30 -2.32 0.039
C -2.16 2.05 -1.58 -0.002
N -3.10 2.61 -2.38 0.000
C -4.23 3.21 -1.94 0.000
C -4.47 3.30 -0.60 0.000
C -3.52 2.78 0.29 0.001
C -2.39 2.16 -0.19 -0.007
H -2.92 2.55 -3.38 0.001
H -4.90 3.60 -2.69 0.000
H -5.37 3.77 -0.24 0.000
H -3.68 2.86 1.35 0.000
H -1.63 1.79 0.49 0.023
```

2S+1 = 8
net charge = +1
frontier orbital gap (spin up / spin down) = 8.34 / 6.59 eV
DFT total energy = -128396.1922 eV
ΔE to the lowest compared entry with this formula, charge and spin = 3.5 kcal/mol

***

Entry 6:
Molecular formula: C23H14Br2MnN7S2
Method: DFT, wB97M-V/def2-TZVPD

```
49
Properties=species:S:1:pos:R:3:mulliken_spin:R:1
Mn -0.39 0.42 -0.81 4.803
C 0.96 4.61 -1.19 -0.001
C 1.21 5.07 0.10 0.002
C 1.28 4.17 1.14 0.003
C 1.08 2.80 0.88 0.020
N 0.80 2.36 -0.36 -0.013
C 0.76 3.25 -1.36 0.012
N 1.25 1.96 1.96 0.005
C 0.88 0.73 2.04 -0.006
N 0.17 -0.08 1.19 0.113
C 0.09 -1.33 1.74 -0.006
N -0.43 -2.44 1.33 0.012
C -1.19 -2.61 0.18 -0.022
C -1.70 -3.91 0.00 -0.002
C -2.49 -4.17 -1.10 0.002
C -2.76 -3.14 -2.00 -0.002
C -2.21 -1.90 -1.76 -0.005
N -1.43 -1.64 -0.70 0.018
C 0.80 -1.33 3.05 -0.019
C 1.00 -2.33 3.98 0.000
C 1.70 -1.99 5.13 0.000
C 2.17 -0.69 5.33 0.001
C 1.96 0.30 4.39 0.000
C 1.26 -0.05 3.25 -0.003
H 0.90 5.27 -2.03 0.000
H 1.36 6.13 0.29 0.000
H 1.50 4.46 2.15 0.000
H 0.54 2.84 -2.34 -0.007
H -1.47 -4.66 0.73 0.000
H -2.89 -5.16 -1.26 0.000
H -3.38 -3.29 -2.87 -0.001
H -2.37 -1.07 -2.43 0.001
H 0.63 -3.33 3.81 0.000
H 1.89 -2.75 5.89 0.000
H 2.71 -0.46 6.25 0.000
H 2.31 1.31 4.53 0.000
Br 2.63 -0.90 -1.23 0.018
C 2.18 -2.76 -1.07 0.006
Br 1.22 -3.43 -2.60 0.000
H 1.54 -2.88 -0.20 0.000
H 3.10 -3.32 -0.98 0.000
S -2.39 1.73 -1.61 0.051
C -1.68 1.50 -3.17 -0.012
S -0.25 0.51 -3.30 0.034
C -2.23 2.08 -4.30 -0.003
C -3.40 2.89 -4.23 0.001
N -4.34 3.56 -4.20 0.003
C -1.67 1.90 -5.59 -0.008
N -1.21 1.78 -6.64 0.003
```

2S+1 = 6
net charge = -1
frontier orbital gap (spin up / spin down) = 6.29 / 6.32 eV
DFT total energy = -227590.1889 eV
ΔE to the lowest compared entry with this formula, charge and spin = 0.8 kcal/mol

***

Entry 7:
Molecular formula: C23H14BrClN4O2Pd
Method: DFT, wB97M-V/def2-TZVPD

```
46
Properties=species:S:1:pos:R:3:lowdin_charge:R:1
Pd -0.45 0.65 -0.09 0.886
Br 1.73 1.15 -2.49 0.784
C 2.55 1.12 -0.78 -0.702
C 3.90 0.98 -0.60 -0.079
C 4.37 0.88 0.72 -0.020
C 3.46 0.94 1.76 0.025
C 2.12 1.13 1.48 -0.149
N 1.68 1.21 0.22 -0.013
C 1.02 1.16 2.56 -0.645
O 1.35 1.22 3.73 0.061
O -0.16 1.07 2.11 -0.107
H 4.57 0.92 -1.44 0.107
H 5.42 0.75 0.90 0.116
H 3.76 0.85 2.80 0.125
N -0.44 2.85 -0.82 0.073
C -0.29 3.85 -0.23 -0.182
C -0.13 5.08 0.36 -0.282
C 1.11 5.71 0.32 -0.247
N 2.14 6.22 0.29 0.134
C -1.23 5.71 0.94 -0.246
N -2.14 6.23 1.41 0.134
Cl -2.91 -4.58 -1.86 0.760
C -2.74 -2.94 -1.38 -0.635
C -2.52 -1.95 -2.35 -0.092
C -2.44 -0.64 -1.98 -0.009
C -2.57 -0.24 -0.61 -0.361
C -2.68 1.11 -0.24 0.063
C -2.78 -1.29 0.35 -0.001
C -2.86 -2.60 -0.03 -0.083
H -2.44 -2.24 -3.39 0.119
H -2.32 0.13 -2.74 0.129
H -2.97 1.37 0.77 0.105
H -2.83 1.85 -1.02 0.088
H -2.89 -1.01 1.39 0.139
H -3.04 -3.37 0.70 0.121
C 0.31 -4.18 -0.03 -0.099
C 0.50 -3.54 -1.24 -0.100
C 0.52 -2.15 -1.30 -0.125
C 0.34 -1.43 -0.13 -0.113
C 0.19 -2.06 1.09 -0.106
C 0.17 -3.45 1.14 -0.083
H 0.29 -5.26 0.01 0.108
H 0.62 -4.11 -2.15 0.109
H 0.66 -1.67 -2.25 0.074
H 0.07 -1.50 2.01 0.106
H 0.02 -3.95 2.08 0.112
```

2S+1 = 1
frontier orbital gap (spin up / spin down) = 4.70 / 4.71 eV
DFT total energy = -120173.4313 eV
ΔE to the lowest compared entry with this formula, charge and spin = 63.1 kcal/mol

***

Entry 8:
Molecular formula: C23H15BF5IrNO6Se
Method: DFT, wB97M-V/def2-TZVPD

```
53
Properties=species:S:1:pos:R:3:mulliken_spin:R:1
Ir 0.09 -0.60 2.82 -0.001
O 0.72 6.21 3.55 0.859
C 1.52 5.47 2.94 -0.042
O 2.57 5.83 2.38 0.152
C 1.19 3.99 2.89 0.028
C 2.04 3.12 2.22 0.011
C 1.73 1.78 2.15 0.002
N 0.62 1.31 2.75 -0.002
C -0.22 2.14 3.40 -0.018
C 0.04 3.49 3.49 0.010
C -1.42 1.48 3.94 -0.001
O -2.26 2.03 4.59 0.000
O -1.49 0.18 3.62 0.000
H 2.93 3.51 1.74 0.005
H 2.34 1.05 1.64 0.000
H -0.64 4.14 4.02 -0.003
C -2.04 2.23 -4.75 0.000
C -1.54 0.78 -4.86 0.000
C -0.10 0.78 -5.38 0.000
C -2.42 0.04 -5.86 0.000
C -1.58 0.14 -3.47 0.000
C -2.38 -0.97 -3.18 0.001
C -2.41 -1.57 -1.92 0.000
C -1.62 -1.01 -0.95 0.002
O -1.45 -1.38 0.37 0.000
B -0.56 -0.47 0.88 -0.001
O -0.14 0.45 -0.07 0.000
C -0.83 0.10 -1.22 -0.001
C -0.78 0.69 -2.46 -0.001
H -2.01 2.71 -5.73 0.000
H -1.43 2.82 -4.08 0.000
H -3.07 2.26 -4.39 0.000
H -0.07 1.21 -6.38 0.000
H 0.29 -0.24 -5.44 0.000
H 0.57 1.36 -4.75 0.000
H -2.33 0.52 -6.84 0.000
H -3.47 0.06 -5.58 0.000
H -2.11 -1.00 -5.98 0.000
H -3.00 -1.39 -3.95 0.000
H -3.04 -2.43 -1.72 0.000
H -0.15 1.55 -2.63 0.000
F 3.26 -6.71 2.40 0.000
C 2.81 -5.59 2.94 0.000
C 3.03 -5.31 4.27 0.000
F 3.70 -6.18 5.02 0.000
C 2.57 -4.13 4.83 0.000
F 2.80 -3.90 6.12 0.000
C 1.86 -3.20 4.08 -0.001
Se 1.22 -1.59 4.87 0.000
C 1.66 -3.52 2.75 0.001
F 1.00 -2.63 1.93 0.000
C 2.12 -4.68 2.16 -0.001
F 1.90 -4.92 0.87 0.000
```

2S+1 = 2
frontier orbital gap (spin up / spin down) = 6.46 / 3.55 eV
DFT total energy = -120317.1333 eV
ΔE to the lowest compared entry with this formula, charge and spin = 40.7 kcal/mol